[1]
Formula: C2H6N4S
Source: the OMol25 dataset
Level of theory: wB97M-V/def2-TZVPD

total charge = 0
largest force on an atom = 3.4 eV/Å
E_HOMO (alpha / beta) = -8.51 / -8.50 eV
total energy = -18959.590 eV
E_LUMO (alpha / beta) = -1.9 / -0.5 eV
HOMO-LUMO gap (alpha / beta) = 6.652 / 7.974 eV
multiplicity = 1

The geometry in XYZ format:
```
13
C2H6N4S | the OMol25 dataset | wB97M-V/def2-TZVPD
C 0.595 -0.389 0.765
C -0.091 0.958 0.352
N 1.847 -0.348 0.435
N -0.220 -1.402 -0.305
N 0.315 -1.262 -1.529
N 1.647 -1.471 -1.677
S 2.480 -1.047 -2.945
H 0.392 -0.724 1.746
H 0.218 1.656 1.115
H -1.141 0.770 0.066
H 0.205 1.356 -0.592
H -0.084 -2.378 -0.043
H 0.109 -0.357 -1.918
```

[2]
Formula: C18H19Cl5F6N3O7PS2W
Source: the OMol25 dataset
Level of theory: wB97M-V/def2-TZVPD

⟨S²⟩ = 0.76
total charge = +1
largest force on an atom = 0.4 eV/Å
E_HOMO (alpha / beta) = -11.69 / -11.71 eV
total energy = -149476.541 eV
E_LUMO (alpha / beta) = -4.3 / -4.8 eV
HOMO-LUMO gap (alpha / beta) = 7.345 / 6.910 eV
multiplicity = 2

The geometry in XYZ format:
```
62
C18H19Cl5F6N3O7PS2W | the OMol25 dataset | wB97M-V/def2-TZVPD
W -0.228 -0.628 -0.258
C 0.875 2.211 5.037
C -0.289 2.443 4.113
O 0.034 1.809 2.829
P -0.896 1.770 1.584
S 0.275 1.789 -0.066
S -1.953 0.062 1.360
O -1.804 3.028 1.777
C -3.021 3.340 1.027
C -2.704 4.145 -0.207
H 0.665 2.688 5.995
H 1.786 2.645 4.629
H 1.034 1.148 5.208
H -0.462 3.499 3.921
H -1.207 1.990 4.490
H -3.628 3.897 1.735
H -3.525 2.402 0.797
H -2.180 5.063 0.056
H -3.638 4.410 -0.704
H -2.097 3.573 -0.908
Cl -3.829 0.642 -6.939
C -3.006 0.369 -5.466
C -3.624 0.671 -4.253
Cl -5.207 1.322 -4.233
C -2.954 0.445 -3.055
Cl -3.702 0.818 -1.562
C -1.666 -0.091 -3.061
O -1.024 -0.308 -1.890
C -1.044 -0.376 -4.273
Cl 0.555 -0.993 -4.278
C -1.712 -0.149 -5.474
Cl -0.938 -0.505 -6.958
C 1.945 -3.226 1.541
C 1.535 -1.874 2.109
O 0.824 -1.112 1.179
C 0.609 -2.074 3.331
F 0.103 -0.925 3.782
F 1.274 -2.657 4.331
F -0.415 -2.859 2.984
C 2.793 -1.062 2.471
F 3.655 -1.794 3.170
F 3.402 -0.685 1.328
F 2.515 0.044 3.157
H 1.068 -3.726 1.139
H 2.387 -3.839 2.323
H 2.674 -3.082 0.746
O -2.246 -4.122 -0.676
N -1.988 -2.968 -0.533
O -0.680 -2.648 -0.383
O -2.762 -2.026 -0.516
C 3.173 0.772 -1.401
C 2.748 -0.623 -1.686
N 1.616 -1.248 -1.375
C 1.731 -2.551 -1.853
C 2.929 -2.698 -2.455
N 3.549 -1.473 -2.345
H 2.647 1.175 -0.544
H 2.993 1.414 -2.265
H 4.238 0.789 -1.174
H 0.943 -3.270 -1.734
H 3.384 -3.540 -2.943
H 4.470 -1.241 -2.679
```

[3]
Formula: C4H8O2
Source: the OMol25 dataset
Level of theory: wB97M-V/def2-TZVPD

total charge = 0
largest force on an atom = 0.4 eV/Å
E_HOMO = -9.68 eV
structure (SMILES) = OC[C@H]1C[C@H]1O
total energy = -8371.259 eV
E_LUMO = 0.8 eV
HOMO-LUMO gap = 10.473 eV
multiplicity = 1

The geometry in XYZ format:
```
14
C4H8O2 | the OMol25 dataset | wB97M-V/def2-TZVPD
O 1.227 -1.166 -1.205
C 1.448 0.096 -0.624
C 0.394 0.590 0.360
C -1.015 0.911 -0.068
C -0.757 -0.214 0.888
O -0.915 -1.540 0.447
H 0.505 -1.597 -0.722
H 1.516 0.833 -1.436
H 2.419 0.113 -0.104
H 0.817 1.270 1.095
H -1.282 0.629 -1.084
H -1.488 1.817 0.301
H -1.024 -0.076 1.935
H -1.845 -1.667 0.216
```

[4]
Formula: C22H44NO8S2
Source: the OMol25 dataset
Level of theory: wB97M-V/def2-TZVPD

total charge = +1
largest force on an atom = 4.2 eV/Å
E_HOMO = -12.42 eV
total energy = -63055.522 eV
E_LUMO = -2.9 eV
HOMO-LUMO gap = 9.473 eV
multiplicity = 1

The geometry in XYZ format:
```
77
C22H44NO8S2 | the OMol25 dataset | wB97M-V/def2-TZVPD
C 5.547 -2.981 0.458
C 5.511 -2.312 1.912
C 4.791 -0.882 1.989
C 3.609 -0.661 0.934
C 3.051 0.828 1.116
N 2.413 1.415 -0.159
S 1.418 0.146 -0.856
C 1.653 2.639 0.291
C 0.188 2.344 0.875
C -0.868 2.657 -0.290
C -2.407 2.442 0.143
C -3.029 1.224 -0.708
C -3.638 0.165 0.335
C -4.570 -0.937 -0.375
C -3.747 -2.140 -1.065
O -2.437 -2.353 -0.446
C -1.878 -3.500 -1.093
C -1.623 -4.872 -0.317
O -1.551 -3.399 -2.291
C 3.557 1.879 -1.019
C 3.151 2.378 -2.485
O 4.289 2.537 -3.376
C 4.839 1.270 -3.734
O 6.074 1.139 -3.622
C 4.014 0.022 -4.271
C 4.308 -1.305 -3.369
H 4.553 -2.994 -0.093
H 6.407 -2.534 -0.166
H 5.838 -4.085 0.612
H 6.611 -2.134 2.209
H 5.117 -3.047 2.707
H 4.304 -0.824 3.035
H 5.581 -0.056 1.969
H 4.039 -0.791 -0.110
H 2.778 -1.403 1.190
H 2.334 0.920 2.007
H 3.961 1.496 1.351
H 2.197 -0.470 -1.845
H 2.258 3.103 1.156
H 1.554 3.454 -0.493
H 0.069 1.323 1.363
H 0.009 3.127 1.701
H -0.764 3.780 -0.532
H -0.620 2.123 -1.280
H -2.447 2.212 1.263
H -3.045 3.379 -0.016
H -3.830 1.667 -1.389
H -2.219 0.698 -1.309
H -4.296 0.755 1.096
H -2.771 -0.270 0.941
H -5.317 -1.313 0.410
H -5.172 -0.426 -1.207
H -4.343 -3.104 -0.936
H -3.641 -1.894 -2.180
H -1.456 -5.667 -1.126
H -2.508 -5.178 0.328
H -0.676 -4.834 0.318
H 4.419 1.121 -1.073
H 4.010 2.794 -0.483
H 2.366 1.748 -3.013
H 2.699 3.429 -2.373
H 4.343 -0.236 -5.327
H 2.884 0.155 -4.270
H 4.788 -0.934 -2.395
H 3.315 -1.817 -3.124
H 5.022 -1.989 -3.938
C -7.878 1.185 4.314
C -6.776 0.224 3.894
O -6.903 0.114 2.476
S -7.441 1.525 1.881
O -6.312 2.270 1.408
O -8.594 1.266 1.076
O -7.927 2.174 3.284
H -8.848 0.683 4.351
H -7.674 1.650 5.279
H -6.875 -0.753 4.367
H -5.787 0.636 4.114
```

[5]
Formula: CH2N2O3S
Source: the OMol25 dataset
Level of theory: wB97M-V/def2-TZVPD

⟨S²⟩ = 2.01
total charge = 0
largest force on an atom = 9.2 eV/Å
E_HOMO (alpha / beta) = -7.17 / -10.81 eV
total energy = -21021.078 eV
E_LUMO (alpha / beta) = 0.5 / -3.0 eV
HOMO-LUMO gap (alpha / beta) = 7.642 / 7.847 eV
multiplicity = 3

The geometry in XYZ format:
```
9
CH2N2O3S | the OMol25 dataset | wB97M-V/def2-TZVPD
C 1.789 -0.009 -0.414
N 1.868 -0.855 -1.230
N -0.789 0.227 0.539
O -1.246 1.427 0.983
O 1.790 0.757 0.406
O -3.037 -1.022 0.351
S -1.586 -1.023 0.217
H -0.524 1.993 1.236
H 1.734 -1.495 -2.089
```

[6]
Formula: C4H5NO2
Source: the OMol25 dataset
Level of theory: wB97M-V/def2-TZVPD

total charge = 0
largest force on an atom = 5.5 eV/Å
E_HOMO = -8.53 eV
structure (SMILES) = OOn1cccc1
total energy = -9808.464 eV
E_LUMO = 0.9 eV
HOMO-LUMO gap = 9.385 eV
multiplicity = 1

The geometry in XYZ format:
```
12
C4H5NO2 | the OMol25 dataset | wB97M-V/def2-TZVPD
C 1.607 -0.711 -0.030
C 1.508 0.668 -0.172
C 0.311 -1.072 0.261
C 0.241 1.148 0.009
N -0.510 0.072 0.371
O -2.615 0.022 -0.619
O -1.878 0.124 0.581
H 2.570 -1.395 0.008
H 2.363 1.396 -0.334
H 0.004 -2.140 0.462
H -0.132 2.119 -0.091
H -3.470 -0.231 -0.447
```